[1]
C48H30BBrF6NO7 | wB97M-V/def2-TZVPD

```
94
Properties=species:S:1:pos:R:3:forces:R:3:lowdin_charge:R:1
O -3.2147 -3.0891 1.1618 -0.0274 -0.2081 -0.0986 0.2150
B -3.5546 -3.2195 -0.1505 0.2159 0.0544 0.0840 -0.6628
O -3.8472 -2.1400 -0.8924 0.2911 -0.1401 0.0193 0.2187
C -3.6487 -4.7211 -0.7658 0.2140 0.1255 -0.3693 0.0735
C -4.6510 -5.5448 -0.2968 -0.0952 -0.1874 0.0786 -0.0856
C -5.7198 -5.0463 0.6543 -0.1713 -0.2220 0.0956 -0.1368
O -6.6788 -4.3193 -0.0759 0.1016 0.0782 -0.1080 -0.0179
C -6.8582 -2.9829 0.2580 -0.0646 0.0165 0.1959 -0.2789
C -6.9145 -2.0741 -0.7792 -0.1155 0.1406 -0.1391 -0.0183
C -7.1253 -0.7312 -0.5011 -0.0042 -0.1985 0.0182 -0.0649
C -7.2813 -0.3084 0.8122 0.0177 0.0580 -0.2329 -0.0772
C -7.2202 -1.2313 1.8427 -0.0210 0.0781 0.0947 -0.0658
C -7.0175 -2.5767 1.5754 0.1379 -0.0556 -0.1050 -0.0121
C -4.7337 -6.8683 -0.7275 0.1330 0.2104 -0.0175 0.0196
C -3.8026 -7.3733 -1.6052 -0.1088 -0.1419 0.0089 -0.5773
Br -3.8475 -9.1484 -2.1674 0.0296 -0.0720 -0.0495 0.9230
C -2.8093 -6.5327 -2.0682 0.0038 0.5653 0.0998 -0.2611
F -1.9044 -7.0140 -2.8712 -0.0216 0.1512 0.0656 0.1581
N -2.7466 -5.2266 -1.6861 -0.3066 -0.5450 0.1736 0.2010
C -1.6753 -4.2648 -2.1926 0.0544 0.2690 -0.4006 -0.4288
F -2.3441 -3.2544 -2.7639 0.0850 -0.2818 0.1211 0.1739
F -0.9858 -4.8673 -3.1641 -0.0190 -0.0412 0.0804 0.1769
C -0.7749 -3.8201 -1.0800 -0.1788 0.0030 0.0345 -0.1236
C -0.0822 -4.7749 -0.3486 -0.0139 -0.0564 -0.0064 0.0084
C 0.7740 -4.3766 0.6618 -0.0420 -0.0522 -0.0552 -0.0187
C 0.9217 -3.0279 0.9422 0.1120 -0.0251 0.0775 0.0257
C 0.2189 -2.0874 0.2079 0.0488 0.1947 0.0339 -0.0846
C 0.4044 -0.6290 0.5318 0.1789 0.3772 0.1997 -0.5469
F 1.6554 -0.2165 0.2055 -0.5266 -0.2755 0.0798 0.1255
F -0.4693 0.1569 -0.1354 0.3516 -0.3126 0.3215 0.1428
F 0.2484 -0.4103 1.8539 0.0081 0.0118 -0.5493 0.1564
C -0.6287 -2.4700 -0.8116 0.0183 0.0076 -0.1327 0.0602
H -3.0198 -3.9174 1.6107 0.1257 0.0952 0.1288 0.1235
H -3.6691 -1.3243 -0.4042 -0.3057 0.1174 -0.0123 0.1468
H -5.3037 -4.4670 1.4779 0.0390 0.1130 -0.0727 0.1220
H -6.2025 -5.9212 1.0921 -0.0511 -0.0117 0.0723 0.1410
H -6.7947 -2.4166 -1.7972 0.0254 -0.0484 -0.0239 0.1270
H -7.1588 -0.0313 -1.3237 -0.0523 0.1021 0.0305 0.1114
H -7.4607 0.7354 1.0219 0.0285 0.0556 0.0627 0.1078
H -7.3437 -0.8914 2.8609 -0.0118 -0.0749 0.0780 0.1107
H -6.9789 -3.3012 2.3776 -0.0768 0.0032 0.0683 0.1212
H -5.5218 -7.5074 -0.3527 -0.0296 -0.0478 -0.0277 0.1384
H -0.1926 -5.8285 -0.5715 -0.0026 -0.0617 -0.0346 0.1296
H 1.3236 -5.1201 1.2183 0.0540 0.0043 0.0732 0.1212
H 1.5927 -2.7084 1.7271 0.0011 0.0385 0.0632 0.1392
H -1.1606 -1.7300 -1.3884 -0.0315 0.0267 -0.0436 0.1414
C -3.1087 6.7837 5.2253 0.0166 0.0030 0.0004 -0.0553
C -2.0437 7.5665 5.6573 -0.0086 -0.0155 -0.0127 -0.0522
C -0.7695 7.3400 5.1658 -0.0566 0.0571 0.0496 0.0012
C -0.5527 6.3234 4.2447 -0.0062 -0.0535 -0.0395 -0.0814
C -1.6195 5.5265 3.8225 0.0605 -0.0080 -0.0114 -0.0847
C -2.8979 5.7659 4.3110 -0.0558 0.0482 0.0581 -0.0041
C -1.4099 4.4071 2.8623 -0.0413 -0.0265 -0.0244 -0.2766
O -2.3349 3.7148 2.4889 -0.0012 -0.0094 0.0142 0.0972
C -0.0217 4.1580 2.3788 -0.0047 0.0511 0.0466 -0.0800
C 0.2086 3.0938 1.5171 0.0618 -0.0785 -0.0657 -0.0046
C 1.4864 2.8460 1.0467 0.0037 0.1381 0.0350 -0.0531
C 2.5411 3.6690 1.4288 -0.0192 -0.0047 0.0108 -0.0434
C 2.3185 4.7305 2.2891 0.0633 -0.0584 -0.0484 0.0040
C 1.0389 4.9753 2.7720 -0.0559 -0.0022 0.0216 -0.0796
C 0.8258 6.1095 3.7174 0.0429 0.0352 0.0081 -0.2762
O 1.7428 6.8293 4.0467 0.0021 -0.0061 0.0118 0.1134
H -4.1045 6.9682 5.6058 -0.0058 0.0042 0.0066 0.1080
H -2.2100 8.3560 6.3779 -0.0061 0.0103 0.0001 0.1094
H 0.0657 7.9453 5.4892 0.0439 -0.0186 -0.0399 0.1220
H -3.7171 5.1487 3.9698 0.0294 -0.0417 -0.0313 0.1183
H -0.6235 2.4687 1.2251 -0.0501 0.0333 0.0136 0.1062
H 1.6653 2.0176 0.3786 0.0305 0.0843 -0.0360 0.0824
H 3.5381 3.4793 1.0534 0.0027 0.0008 -0.0146 0.1097
H 3.1294 5.3765 2.5954 -0.0286 0.0359 0.0413 0.1224
C 7.7521 4.5961 -4.6315 0.0128 -0.0148 0.0032 -0.0515
C 8.9556 3.8994 -4.6444 -0.0226 0.0013 0.0025 -0.0504
C 9.0175 2.6075 -4.1507 0.0416 0.0659 -0.0436 0.0015
C 7.8761 2.0082 -3.6338 -0.0603 -0.0161 0.0247 -0.0827
C 6.6702 2.7140 -3.6067 0.0134 -0.0575 0.0268 -0.0845
C 6.6119 4.0060 -4.1138 0.0383 0.0758 -0.0363 -0.0001
C 5.4391 2.1104 -3.0270 -0.0380 0.0361 -0.0115 -0.2774
O 4.3867 2.7128 -3.0047 0.0017 0.0038 0.0138 0.1045
C 5.5409 0.7326 -2.4618 0.0625 0.0109 -0.0256 -0.0793
C 4.4188 0.1640 -1.8736 -0.0853 -0.0709 0.0683 -0.0065
C 4.4880 -1.1137 -1.3486 0.0089 -0.0457 -0.0041 -0.0660
C 5.6749 -1.8364 -1.4152 -0.0012 0.0415 -0.0208 -0.0569
C 6.7962 -1.2740 -2.0007 -0.0390 -0.0692 0.0531 0.0011
C 6.7348 0.0139 -2.5193 -0.0180 0.0554 -0.0068 -0.0778
C 7.9637 0.6116 -3.1219 0.0505 -0.0255 -0.0099 -0.2760
O 8.9940 -0.0221 -3.1865 0.0028 0.0022 0.0065 0.1134
H 7.7061 5.6030 -5.0240 0.0039 0.0086 -0.0015 0.1096
H 9.8465 4.3666 -5.0418 0.0037 0.0040 -0.0103 0.1100
H 9.9461 2.0541 -4.1600 -0.0192 -0.0552 0.0160 0.1220
H 5.6715 4.5388 -4.0949 -0.0330 -0.0363 0.0336 0.1210
H 3.5007 0.7341 -1.8312 0.0180 0.0514 -0.0395 0.1116
H 3.6120 -1.5490 -0.8854 0.0039 -0.0207 0.0070 0.0856
H 5.7260 -2.8372 -1.0068 0.0012 -0.0065 0.0023 0.1054
H 7.7272 -1.8206 -2.0578 0.0387 0.0455 -0.0232 0.1221
```
Forces are in eV/Å.

Its charge is +1. The molecular weight is 937.47 u. The value obtained for the LUMO energy is -4.68 eV. The HOMO energy is -10.99 eV. For the largest force on an atom, the calculation gives 0.6 eV Å⁻¹.

[2]
C48H30BrF7N8O2PS2Y | wB97M-V/def2-TZVPD

```
100
Properties=species:S:1:pos:R:3:forces:R:3:lowdin_charge:R:1
Y 1.0576 0.7634 -0.2503 0.0002 -0.2227 0.0359 1.0403
N 4.8508 0.9777 2.6407 -0.0158 -0.0104 0.0218 0.0470
C 4.3178 0.3976 1.5621 -0.0061 -0.0065 -0.0134 -0.1434
N 3.2470 1.0639 1.1937 0.0067 0.0234 0.0057 0.0422
C 3.1693 2.0670 2.1155 -0.0131 0.0057 0.0275 -0.3171
N 4.1284 2.0514 3.0104 0.0209 0.0076 -0.0309 0.1484
C 2.1168 3.0868 2.0520 -0.0013 0.0056 0.0118 -0.1938
C 2.0244 4.1221 2.9724 -0.0039 -0.0111 -0.0088 -0.0534
N 1.1048 5.0719 2.8573 0.0016 0.0009 -0.0024 0.1079
C 0.2747 4.9774 1.8256 -0.0077 -0.0035 -0.0054 -0.0908
C 0.3370 3.9306 0.9144 -0.0031 0.0008 0.0137 -0.1156
N 1.2654 2.9854 1.0287 0.0129 0.0083 -0.0122 0.0587
H 5.6755 0.7196 3.1558 0.0002 -0.0039 0.0050 0.1627
H 4.7287 -0.4817 1.0941 0.0079 -0.0003 -0.0008 0.1027
H 2.7117 4.1761 3.8070 0.0017 0.0057 0.0003 0.1184
H -0.4755 5.7505 1.7162 0.0018 0.0021 0.0065 0.1182
H -0.3673 3.8303 0.0968 0.0044 0.0024 -0.0054 0.0682
S 0.1561 2.5608 -2.1524 -0.0540 0.0234 -0.0494 0.5669
C -0.3490 1.1399 -2.9976 0.0739 0.0519 0.1200 -1.1011
S 0.5108 -0.3459 -2.6689 -0.1215 -0.0106 -0.1895 0.5498
C -1.4315 1.1409 -3.8525 -0.0631 -0.0245 0.0115 -0.3922
C -2.2274 2.3091 -4.0412 0.1076 0.0824 -0.0172 -0.2687
N -2.8704 3.2550 -4.1797 -0.0619 -0.0385 0.0063 0.1495
C -1.8442 -0.0462 -4.5252 0.0504 -0.0222 -0.0250 -0.2608
N -2.1775 -1.0109 -5.0611 -0.0307 0.0079 0.0037 0.1593
F 2.6071 -5.4352 -4.4352 0.0003 0.0017 -0.0043 0.1446
C 1.9851 -4.7742 -3.4673 -0.0159 0.0163 0.0248 -0.1287
C 0.6832 -5.0865 -3.1321 0.0091 0.0119 -0.0044 -0.1241
F 0.0527 -6.0626 -3.7730 0.0020 0.0083 0.0043 0.1452
C 0.0486 -4.3930 -2.1113 0.0063 -0.0064 -0.0071 -0.1978
F -1.1836 -4.7985 -1.8033 0.0031 0.0064 0.0047 0.1139
C 0.6620 -3.3576 -1.4220 0.0462 -0.0247 0.0025 -0.3233
P -0.1582 -2.3313 -0.1226 0.0010 -0.0346 0.0068 1.0575
C -1.9302 -2.3573 -0.5303 -0.0156 -0.0045 0.0444 -0.3769
C -2.8609 -2.4054 0.5060 -0.0089 0.0126 0.0110 -0.1115
C -4.2176 -2.3009 0.2371 0.0156 0.0106 -0.0163 -0.0851
C -4.6557 -2.1143 -1.0651 -0.0089 -0.0092 -0.0049 -0.0711
C -3.7321 -2.0365 -2.0982 0.0195 0.0002 0.0039 -0.0571
C -2.3768 -2.1603 -1.8346 -0.0086 0.0121 -0.0155 -0.1114
C 0.0012 -3.5453 1.2576 0.0555 0.0322 0.0248 -0.3408
C -0.8300 -4.6505 1.4329 -0.0054 -0.0230 -0.0088 -0.0789
C -0.5995 -5.5464 2.4666 -0.0133 0.0047 -0.0036 -0.0654
C 0.4654 -5.3579 3.3373 0.0094 0.0124 0.0027 -0.0820
C 1.3089 -4.2701 3.1656 -0.0169 -0.0176 0.0051 -0.0805
C 1.0781 -3.3708 2.1312 -0.0038 0.0000 -0.0036 -0.1334
C 1.9954 -3.1037 -1.7535 0.0065 0.0026 0.0246 -0.5722
Br 3.0537 -1.8569 -0.7864 -0.0450 -0.0113 -0.0003 0.8757
C 2.6483 -3.7852 -2.7593 -0.0074 -0.0276 -0.0248 -0.2604
F 3.9192 -3.5260 -3.0688 0.0019 0.0019 0.0067 0.0809
H -2.5336 -2.5222 1.5332 -0.0052 -0.0084 -0.0101 0.1036
H -4.9304 -2.3400 1.0501 -0.0029 0.0019 0.0056 0.1058
H -5.7136 -2.0141 -1.2706 0.0007 0.0044 -0.0039 0.1074
H -4.0493 -1.8757 -3.1205 -0.0101 -0.0026 0.0019 0.0999
H -1.6760 -2.0926 -2.6558 0.0153 -0.0011 0.0081 0.0577
H -1.6623 -4.8106 0.7605 -0.0017 0.0034 -0.0103 0.1055
H -1.2551 -6.3987 2.5906 -0.0011 0.0002 0.0001 0.1082
H 0.6386 -6.0598 4.1426 0.0034 -0.0010 -0.0015 0.1042
H 2.1512 -4.1244 3.8306 -0.0007 0.0016 0.0011 0.1036
H 1.7447 -2.5267 1.9865 0.0014 0.0062 0.0025 0.0669
F 5.8758 4.8900 -4.2413 -0.0050 0.0235 -0.0020 0.1493
C 6.0164 3.5577 -4.2837 -0.0029 0.0024 0.0089 -0.5882
F 7.2713 3.2801 -3.8796 0.0144 -0.0055 0.0070 0.1465
F 5.9174 3.1758 -5.5617 -0.0085 -0.0099 -0.0162 0.1523
C 5.0105 2.8638 -3.4033 -0.0033 -0.0062 -0.0050 -0.1006
C 4.6270 3.4414 -2.2035 0.0066 -0.0115 -0.0024 0.0235
C 3.7449 2.7448 -1.4013 0.0224 0.0035 -0.0183 -0.1351
N 3.2390 1.5507 -1.7195 -0.0137 0.0900 0.0155 -0.0179
C 3.6067 1.0164 -2.8831 -0.0013 -0.0133 0.0093 -0.1480
C 4.4932 1.6324 -3.7542 0.0020 -0.0069 0.0066 0.0358
H 4.9925 4.4132 -1.9035 0.0033 -0.0003 -0.0003 0.1272
H 3.4171 3.1771 -0.4648 -0.0124 -0.0065 0.0026 0.0923
H 3.1527 0.0691 -3.1383 -0.0056 0.0024 -0.0004 0.0490
H 4.7543 1.1569 -4.6885 0.0022 0.0012 0.0003 0.1289
C -6.4863 1.2093 0.6833 0.0029 0.0038 -0.0059 -0.0954
C -5.6382 0.7606 1.6875 -0.0043 -0.0062 0.0028 -0.0894
C -4.2704 0.6991 1.4730 -0.0078 -0.0029 0.0220 -0.0598
C -3.7194 1.0935 0.2531 -0.0129 0.0097 -0.0075 -0.2098
C -4.5855 1.5288 -0.7522 -0.0016 -0.0024 -0.0011 -0.0273
C -5.9539 1.5923 -0.5402 -0.0007 -0.0101 0.0039 -0.0784
C -2.2748 1.0474 -0.0637 0.0196 0.0283 -0.0272 -0.0970
C -1.2010 1.1107 0.7385 0.0892 -0.0345 -0.0416 -0.1886
C -1.3233 1.3467 2.1758 -0.0372 0.0467 0.0409 -0.2190
C -1.9127 2.4839 2.7564 -0.0208 -0.0151 -0.0079 -0.0385
C -1.8834 2.7011 4.1225 0.0033 -0.0031 -0.0001 -0.0650
C -1.2590 1.8028 4.9861 0.0061 -0.0067 0.0143 -0.0790
C -0.6423 0.6808 4.4569 -0.0089 0.0208 -0.0053 -0.0093
C -0.7097 0.5048 3.0920 0.0108 -0.0329 -0.0299 -0.1856
H -7.5549 1.2530 0.8518 0.0002 0.0022 -0.0010 0.0973
H -6.0464 0.4448 2.6402 -0.0028 -0.0004 -0.0015 0.1003
H -3.6302 0.3127 2.2556 0.0047 0.0011 -0.0141 0.1098
H -4.1729 1.8232 -1.7115 -0.0018 0.0030 0.0038 0.1064
H -6.6041 1.9380 -1.3338 -0.0011 -0.0003 -0.0005 0.1036
H -2.1044 0.9759 -1.1370 0.0104 0.0048 0.0135 0.0651
H -2.4200 3.1826 2.1023 0.0024 0.0023 0.0001 0.1281
H -2.3594 3.5847 4.5285 0.0006 0.0015 0.0029 0.1091
H -1.2432 1.9799 6.0523 -0.0011 0.0034 -0.0003 0.1031
H -0.1209 -0.0306 5.0873 0.0023 -0.0015 -0.0004 0.1229
H 0.1745 -1.3104 3.1326 -0.0020 -0.0030 -0.0005 0.1569
O -0.0504 -0.6118 2.4898 -0.0073 0.0222 0.0068 -0.0735
O 1.2612 -0.1744 1.9666 0.0255 0.0529 0.0528 -0.2853
```
Forces are in eV/Å.

As for the energy above the lowest of the compared OMol25 structures with the same formula, charge and spin: 2.520 eV. The molecular weight is 1147.73 u. The value obtained for the LUMO energy is -1.48 eV. The HOMO energy is -7.31 eV. For the largest force on an atom, the calculation gives 0.2 eV Å⁻¹.